67
Properties=species:S:1:pos:R:3 method="wB97M-V/def2-TZVPD" de_lowest_ev=0.000 e_homo_ev=-8.306 gap_ev=8.563 smiles=CCCCC[C@@]1(CCCC)C[C@](CCCCCN)(P(N)O)[C@](S)(P(O)O)O1 charge=0 largest_force_ha_per_bohr=0.027 total_energy_ha=-2201.262718
C -1.966 1.925 4.604
C -1.095 3.054 4.057
C -1.341 3.359 2.576
C -1.205 2.127 1.681
C -1.215 2.482 0.181
C -0.208 1.677 -0.678
C 1.094 2.503 -0.696
C 2.474 1.836 -0.479
C 3.081 2.094 0.907
C 2.551 1.205 2.041
C -0.149 0.206 -0.279
C -0.286 -0.643 -1.586
C -0.806 -2.038 -1.149
C -0.089 -3.279 -1.696
C -0.395 -4.514 -0.836
C 0.161 -4.469 0.588
C 1.623 -4.073 0.706
N 2.045 -3.919 2.121
P 1.361 -0.779 -2.529
N 1.637 0.682 -3.323
O 0.901 -1.702 -3.807
C -1.287 0.318 -2.301
S -3.066 0.267 -1.571
P -1.460 0.108 -4.170
O -2.702 1.100 -4.498
O -2.119 -1.380 -4.173
O -0.848 1.605 -2.011
H -1.887 1.892 5.690
H -1.655 0.967 4.191
H -3.020 2.063 4.356
H -1.255 3.972 4.624
H -0.049 2.754 4.160
H -2.345 3.770 2.447
H -0.625 4.116 2.249
H -2.077 1.494 1.865
H -0.332 1.533 1.961
H -2.221 2.330 -0.204
H -1.020 3.550 0.062
H 1.096 3.020 -1.658
H 1.022 3.293 0.051
H 2.490 0.774 -0.715
H 3.169 2.308 -1.183
H 4.162 1.974 0.821
H 2.904 3.142 1.153
H 2.203 0.237 1.689
H 1.777 1.717 2.610
H 3.356 1.006 2.750
H -1.040 0.006 0.308
H 0.739 -0.137 0.247
H -0.730 -2.079 -0.062
H -1.863 -2.153 -1.374
H -0.439 -3.487 -2.706
H 0.990 -3.157 -1.731
H -1.480 -4.647 -0.786
H -0.007 -5.396 -1.350
H 0.039 -5.448 1.060
H -0.416 -3.770 1.203
H 2.266 -4.816 0.228
H 1.822 -3.133 0.186
H 2.356 -2.969 2.271
H 1.229 -4.031 2.710
H 0.843 1.197 -3.680
H 2.301 1.274 -2.858
H 0.858 -1.158 -4.600
H -3.407 -1.023 -1.699
H -3.560 0.690 -4.381
H -2.887 -1.430 -3.588

72
Properties=species:S:1:pos:R:3 method="wB97M-V/def2-TZVPD" de_lowest_ev=0.000 e_homo_ev=-16.622 gap_ev=6.189 charge=+3 largest_force_ha_per_bohr=0.014 total_energy_ha=-3944.753722
Ru -0.219 0.302 0.367
C 2.745 -0.497 0.787
N 1.879 0.330 -0.070
C 1.807 -0.270 -1.417
C 2.346 1.734 -0.103
C 1.243 2.640 -0.608
N -0.061 2.350 0.074
C -0.085 3.010 1.404
C -1.159 2.916 -0.742
H 3.760 -0.541 0.384
H 2.334 -1.505 0.845
H 2.771 -0.075 1.788
H 2.799 -0.378 -1.866
H 1.187 0.335 -2.083
H 1.378 -1.270 -1.335
H 3.233 1.832 -0.736
H 2.636 2.008 0.911
H 1.094 2.522 -1.682
H 1.506 3.687 -0.439
H 0.052 4.088 1.293
H 0.715 2.608 2.024
H -1.047 2.816 1.875
H -1.018 3.993 -0.865
H -2.107 2.733 -0.242
H -1.161 2.450 -1.727
C 0.648 0.611 4.743
S -0.642 0.161 3.594
C -1.057 -1.447 4.239
O 0.158 -0.165 2.298
H 1.486 -0.073 4.622
H 0.241 0.550 5.752
H 0.948 1.636 4.538
H -1.464 -1.312 5.242
H -0.158 -2.061 4.266
H -1.814 -1.868 3.584
C -5.180 0.801 -2.123
C -3.752 0.526 -1.728
O -3.716 0.334 -0.282
P -2.471 -0.235 0.516
O -3.128 -0.446 1.953
C -4.199 0.380 2.516
C -3.877 1.855 2.533
O -2.206 -1.746 0.050
C -3.092 -2.884 0.283
C -4.461 -2.726 -0.334
H -5.236 0.947 -3.202
H -5.551 1.702 -1.637
H -5.825 -0.034 -1.856
H -3.102 1.364 -1.979
H -3.369 -0.379 -2.203
H -4.326 -0.009 3.525
H -5.104 0.173 1.950
H -3.022 2.074 3.173
H -4.737 2.397 2.927
H -3.691 2.236 1.528
H -3.155 -3.040 1.360
H -2.558 -3.722 -0.161
H -5.004 -1.883 0.089
H -5.040 -3.628 -0.134
H -4.396 -2.602 -1.415
C 1.824 -5.931 -2.754
S 1.244 -7.472 -2.029
C 0.697 -7.278 -0.458
C 0.541 -6.040 0.383
S 0.896 -4.521 -0.069
S -0.073 -6.366 1.968
C -0.267 -8.103 1.856
S -0.817 -9.061 3.003
S 0.246 -8.738 0.279
H 2.197 -6.267 -3.722
H 2.631 -5.504 -2.167
H 1.007 -5.229 -2.887

68
Properties=species:S:1:pos:R:3 method="wB97M-V/def2-TZVPD" de_lowest_ev=0.000 e_homo_ev="-19.266 / -19.243" gap_ev="4.804 / 3.615" charge=+4 largest_force_ha_per_bohr=0.109 spin_multiplicity=4 total_energy_ha=-4485.642185
Re 0.010 -0.264 0.525
P -1.286 -2.015 1.141
P 1.410 -0.413 2.429
P 1.201 -1.315 -1.050
H -4.050 2.214 -4.235
C -3.408 1.265 -4.273
C -2.796 0.494 -3.295
H -2.497 0.996 -2.359
C -2.603 -1.697 2.364
C -0.522 -3.452 1.982
C -2.195 -2.951 -0.117
C 2.681 0.918 2.805
C 0.645 -0.614 4.144
C 2.574 -1.898 2.415
C 0.575 -1.198 -2.790
C 1.479 -3.135 -0.756
C 2.975 -0.816 -1.178
H -3.296 1.007 -5.328
H -2.686 -0.606 -3.283
H -3.484 -1.263 1.871
H -2.262 -1.019 3.164
H -2.906 -2.647 2.840
H -0.010 -3.178 2.904
H 0.155 -3.995 1.324
H -1.337 -4.130 2.248
H -2.928 -2.310 -0.610
H -2.724 -3.780 0.365
H -1.524 -3.378 -0.863
H 3.367 0.623 3.619
H 2.166 1.857 3.077
H 3.251 1.125 1.883
H 1.400 -0.675 4.945
H -0.002 -1.504 4.187
H 0.005 0.270 4.320
H 3.261 -1.894 3.279
H 3.151 -1.878 1.479
H 1.983 -2.829 2.420
H 1.228 -1.780 -3.462
H 0.562 -0.140 -3.111
H -0.452 -1.596 -2.843
H 2.090 -3.543 -1.574
H 0.534 -3.692 -0.707
H 2.027 -3.270 0.188
H 3.468 -1.391 -1.980
H 3.494 -1.016 -0.229
H 3.052 0.259 -1.405
C 0.853 2.633 -2.051
C -0.389 2.906 -2.680
C -0.399 3.095 -4.083
C 0.824 3.410 -4.723
C 2.047 3.235 -4.073
C 2.059 2.845 -2.739
Se 1.079 2.152 -0.216
H -0.407 1.442 -0.331
H -1.294 2.960 -2.056
H -1.322 2.992 -4.682
H 0.854 3.810 -5.749
H 2.981 3.407 -4.610
H 2.973 2.731 -2.172
N -1.277 3.680 3.854
N -1.503 2.636 2.984
N -2.448 2.877 2.048
C -2.344 1.788 1.275
N -1.266 1.042 1.628
N -0.696 1.615 2.751
H -0.820 3.326 4.680
H -2.184 4.156 3.970
H -3.095 1.517 0.504

65
Properties=species:S:1:pos:R:3 method="wB97M-V/def2-TZVPD" de_lowest_ev=0.568 e_homo_ev=-9.832 gap_ev=10.290 smiles="COCCCCCC[C@H]1CCS(=O)(=O)O[C@@H]1C.CC(C)O.CC(C)O" charge=0 largest_force_ha_per_bohr=0.035 total_energy_ha=-1559.419534
C 2.643 -2.532 -0.283
O 3.566 -1.487 -0.061
C 4.360 -1.279 -1.229
C 3.704 -0.350 -2.228
C 3.321 0.994 -1.576
C 1.807 1.313 -1.571
C 1.228 1.528 -0.157
C 0.220 0.486 0.314
C -0.936 0.176 -0.657
C -1.225 -1.331 -0.642
C -2.119 -1.701 -1.828
S -3.484 -0.556 -1.913
O -4.681 -1.315 -1.858
O -3.377 0.262 -3.072
O -3.434 0.288 -0.575
C -2.183 0.981 -0.300
C -2.150 2.334 -0.971
H 1.937 -2.554 0.535
H 2.065 -2.344 -1.184
H 3.159 -3.484 -0.373
H 5.307 -0.847 -0.922
H 4.570 -2.248 -1.679
H 4.439 -0.150 -2.999
H 2.863 -0.849 -2.699
H 3.841 1.774 -2.118
H 3.715 0.998 -0.566
H 1.683 2.242 -2.110
H 1.310 0.522 -2.117
H 2.064 1.482 0.530
H 0.841 2.533 -0.058
H 0.743 -0.424 0.576
H -0.232 0.832 1.238
H -0.691 0.411 -1.687
H -1.634 -1.654 0.309
H -0.272 -1.815 -0.787
H -2.528 -2.695 -1.730
H -1.545 -1.637 -2.738
H -2.196 1.175 0.762
H -1.424 2.964 -0.470
H -3.108 2.832 -0.892
H -1.875 2.268 -2.016
C -8.057 -0.210 -0.344
C -7.800 0.676 0.863
C -7.331 2.061 0.441
O -6.826 0.069 1.714
H -7.138 -0.344 -0.922
H -8.387 -1.202 -0.034
H -8.816 0.215 -1.003
H -8.709 0.765 1.458
H -6.394 1.990 -0.118
H -7.145 2.685 1.317
H -8.072 2.556 -0.188
H -6.013 -0.023 1.201
C 7.063 -0.117 2.771
C 5.608 -0.045 3.211
C 5.168 -1.337 3.885
O 4.770 0.232 2.093
H 7.202 -0.922 2.043
H 7.363 0.814 2.289
H 7.727 -0.300 3.617
H 5.478 0.789 3.901
H 5.251 -2.176 3.189
H 4.125 -1.270 4.192
H 5.778 -1.554 4.763
H 4.863 -0.495 1.463

62
Properties=species:S:1:pos:R:3 method="wB97M-V/def2-TZVPD" de_lowest_ev=0.000 e_homo_ev=-4.979 gap_ev=4.617 charge=0 largest_force_ha_per_bohr=0.073 total_energy_ha=-1712.536474
P -0.720 3.227 1.827
P -1.198 2.884 -1.280
C -0.951 4.769 0.818
C -1.682 4.504 -0.495
H 0.051 5.193 0.661
H -1.514 5.455 1.463
H -2.773 4.474 -0.367
H -1.449 5.270 -1.244
C 0.329 3.481 -2.111
H 0.706 2.701 -2.781
H 1.105 3.750 -1.384
H 0.039 4.367 -2.688
C -2.318 2.819 -2.717
H -2.176 3.731 -3.315
H -3.354 2.754 -2.363
H -2.063 1.929 -3.308
C 0.254 3.832 3.246
H 0.398 2.990 3.937
H -0.300 4.644 3.739
H 1.226 4.194 2.886
C -2.387 3.168 2.585
H -3.157 2.931 1.840
H -2.588 4.154 3.024
H -2.390 2.405 3.374
Sr -0.425 -3.663 0.219
C -0.544 -0.308 -1.413
C 0.698 0.179 -1.304
C 1.303 1.091 -0.278
C 1.905 0.503 1.017
C 0.933 0.154 2.105
C -0.407 -0.001 2.013
C -1.346 0.445 0.929
C -1.609 -0.395 -0.339
C 0.826 -4.452 2.327
H -0.753 -0.945 -2.307
H 1.419 -0.208 -2.049
H 0.570 1.828 0.081
H 2.086 1.699 -0.768
H 2.581 -0.337 0.796
H 2.579 1.267 1.443
H 1.409 -0.194 3.023
H -0.911 -0.543 2.816
H -1.006 1.407 0.513
H -2.318 0.659 1.402
H -1.943 -1.428 -0.105
H -2.533 0.013 -0.793
H 0.407 -5.478 2.421
H 0.513 -3.856 3.201
H 1.927 -4.534 2.331
C -0.082 -5.396 -2.085
Si 1.627 -5.133 -1.337
C 2.186 -6.654 -0.429
C 2.849 -4.573 -2.602
H -0.855 -5.781 -1.388
H 0.087 -6.184 -2.833
H -0.479 -4.519 -2.631
H 2.278 -7.463 -1.171
H 3.164 -6.472 0.047
H 1.478 -6.945 0.364
H 3.059 -5.438 -3.244
H 2.464 -3.737 -3.205
H 3.775 -4.236 -2.113

71
Properties=species:S:1:pos:R:3 method="wB97M-V/def2-TZVPD" de_lowest_ev=12.348 e_homo_ev="-6.414 / -6.415" gap_ev="5.700 / 4.385" charge=0 largest_force_ha_per_bohr=0.139 total_energy_ha=-1747.061884
O 4.725 0.545 -4.389
H 4.309 -0.315 -4.168
Ba 0.627 -0.462 -1.357
N 1.795 1.466 -1.487
N 2.411 -1.052 -0.082
N -1.181 -0.019 -2.611
N -0.565 -2.302 -0.951
O 1.108 2.470 -1.676
O -1.252 1.180 -3.310
O -0.110 -3.350 -0.167
O 2.391 -2.215 0.464
C 3.315 -0.148 -0.364
C 2.999 1.141 -1.021
C -2.058 -0.930 -2.301
C -1.766 -2.076 -1.470
C 3.893 2.239 -1.272
H 3.886 2.461 -2.354
H 4.908 2.056 -0.975
H 3.521 3.141 -0.745
C 4.622 -0.525 0.131
H 4.937 -1.451 -0.378
H 4.543 -0.749 1.211
H 5.383 0.217 -0.014
C -3.367 -0.684 -2.863
C -2.757 -3.090 -1.175
H -3.374 0.021 -3.711
H -4.034 -0.276 -2.095
H -3.773 -1.621 -3.224
H -2.530 -3.715 -0.296
H -2.858 -3.763 -2.036
H -3.715 -2.613 -0.992
H -0.309 1.386 -3.575
H 0.880 -3.129 -0.023
C 1.617 -1.720 -2.935
H 2.255 -1.868 -3.942
H 0.598 -1.938 -3.266
H 1.948 -2.483 -2.254
O 1.435 2.042 -5.431
H 2.376 1.954 -5.390
H 1.108 1.255 -4.997
C -3.065 -1.358 1.893
C -2.793 0.153 1.815
C -3.531 0.808 2.993
P -0.939 0.459 1.510
C -0.663 2.334 1.290
C -1.450 3.252 2.217
C 0.827 2.617 1.474
C 0.053 -0.368 2.950
C -0.391 0.055 4.339
C 0.124 -1.907 2.870
H -2.801 -1.744 2.884
H -2.511 -1.906 1.124
H -4.138 -1.554 1.756
H -3.258 0.522 0.878
H -3.134 0.490 3.966
H -3.548 1.898 2.965
H -4.580 0.492 2.961
H -0.968 2.571 0.240
H -1.294 2.969 3.265
H -1.099 4.284 2.094
H -2.506 3.264 1.954
H 1.445 1.979 0.839
H 1.047 3.662 1.223
H 1.114 2.438 2.516
H 1.091 -0.020 2.793
H -1.361 -0.388 4.596
H 0.327 -0.325 5.078
H -0.425 1.143 4.430
H 0.497 -2.223 1.891
H 0.828 -2.277 3.629
H -0.840 -2.403 3.057